Computed, not measured: one molecule with the formula C4H6N2O3 in a non-equilibrium geometry, with ωB97M-V/def2-TZVPD.

XYZ file:
```
15
Properties=species:S:1:pos:R:3:forces:R:3:nbo_charge:R:1
N 3.32964 -0.10271 0.20814 1.978 -1.102 0.104 -0.29
C 2.34396 0.45301 0.21477 -0.459 -0.058 -1.014 0.24
C 1.08600 1.06212 0.24322 -5.253 -0.014 0.113 -0.01
O 0.73865 1.81370 -0.94927 -0.723 0.448 1.232 -0.72
C -0.22232 -0.18364 0.42937 3.267 0.511 -0.665 -0.14
N 0.10298 -1.24307 -0.55772 -1.901 0.779 0.451 -0.89
C -1.57986 0.55940 0.22238 1.188 -5.297 -1.200 0.79
O -1.72600 1.68321 0.42546 -0.908 3.938 0.929 -0.55
O -2.56540 -0.28161 -0.23721 0.009 2.136 0.685 -0.67
H 1.08485 1.57562 1.19606 -0.456 0.964 -0.023 0.22
H -0.12975 2.34878 -0.82090 2.238 -1.513 0.303 0.51
H -0.17167 -0.62562 1.47674 -0.070 0.676 -1.261 0.23
H -0.09905 -0.97635 -1.54819 1.098 -0.338 1.369 0.39
H 0.96679 -1.74128 -0.32023 -0.584 0.455 -0.713 0.41
H -2.11896 -1.02394 -0.60489 0.575 -1.586 -0.310 0.49
```
Positions in Å, forces in eV/Å.

Energy relative to the best compared isomer or geometry (same formula, charge and spin) = 251.6 kJ/mol
2S+1 = 1
Molar mass = 130.103 g mol⁻¹
Charge = 0
HOMO-LUMO gap = 0.3764 Ha